C31H38ClCrN3O4PS2 | ωB97M-V with the def2-TZVPD basis set

Results
multiplicity = 4
E_tot = -4311.32969 a.u.
Kohn-Sham gap (spin up / spin down) = 7.21 / 8.51 eV
max |F| = 1.058 eV/Å
HOMO level (spin up / spin down) = -13.445 / -13.536 eV
relative energy (zero: lowest compared OMol25 entry of this formula, charge and spin) = 0.0 kcal per mole
total charge = +2

XYZ file:
```
81
Properties=species:S:1:pos:R:3:forces:R:3:lowdin_spin:R:1
Cr 0.431208 0.758088 0.003542 -0.8 -0.1 -0.6 2.978
C -1.641195 5.410348 0.901812 -0.1 0.0 -0.1 0.001
N -0.858067 4.284238 1.407394 0.1 -0.1 -0.1 0.007
C -0.870985 4.078430 2.853784 0.0 -0.1 0.1 0.001
C -0.314926 3.400714 0.607525 -0.1 0.1 -0.2 0.005
O 0.300193 2.387778 1.045255 0.2 0.1 0.2 0.019
C -0.428646 3.612483 -0.900301 -0.1 0.1 0.0 0.001
O 0.011279 2.449026 -1.584588 0.0 0.0 0.2 0.007
C 0.945854 2.589665 -2.635753 0.1 0.0 0.0 0.001
C 2.202778 1.831513 -2.217928 -0.1 0.0 0.1 0.004
O 2.169766 1.259307 -1.107926 0.2 -0.2 0.2 0.024
N 3.255447 1.795484 -3.005743 0.1 0.0 0.1 0.005
C 3.336385 2.479544 -4.288831 -0.1 0.1 -0.1 0.001
C 4.466113 1.082556 -2.601199 0.0 0.0 0.0 0.000
H -1.713201 6.158193 1.685900 0.0 0.0 0.0 0.000
H -2.646244 5.076807 0.636007 0.0 0.0 0.0 0.001
H -1.160492 5.872617 0.043175 0.0 0.0 0.0 0.000
H -0.559101 4.997549 3.345494 0.0 0.0 0.0 0.000
H -0.190579 3.274682 3.113836 0.0 0.0 0.0 0.000
H -1.884119 3.825047 3.168935 0.0 0.0 0.0 0.000
H 0.170021 4.484135 -1.180743 0.0 0.0 0.0 0.000
H -1.471984 3.802420 -1.164889 0.0 0.0 0.0 0.000
H 1.165837 3.639935 -2.838303 0.0 0.0 0.0 0.000
H 0.517774 2.146367 -3.538075 0.0 0.0 0.0 0.000
H 2.357218 2.797322 -4.634971 0.0 0.0 0.0 0.000
H 3.750620 1.794017 -5.026728 0.0 0.0 0.0 0.000
H 3.991506 3.347645 -4.211887 0.0 0.0 0.0 0.000
H 4.369613 0.747798 -1.574605 0.0 0.0 0.0 0.000
H 5.321218 1.751380 -2.689298 0.0 0.0 0.0 0.000
H 4.620198 0.224767 -3.255762 0.0 0.0 0.0 0.000
Cl 2.834917 0.547567 1.544140 0.3 0.1 -0.1 0.018
C 2.329717 -0.053024 3.095042 0.0 -0.1 0.1 -0.003
C 3.112643 0.171684 4.210077 0.0 0.0 -0.1 0.001
C 2.679914 -0.327083 5.431500 0.0 0.0 0.0 -0.005
C 1.489215 -1.033676 5.526827 0.0 0.0 0.0 0.000
C 0.718039 -1.252900 4.397712 0.0 0.0 -0.1 -0.005
C 1.136081 -0.763042 3.159578 0.0 -0.1 0.2 -0.008
P 0.201739 -1.036630 1.649115 0.2 0.3 -0.1 -0.067
C 1.104928 -2.266864 0.682281 0.0 0.1 -0.1 -0.005
C 1.155026 -2.019453 -0.687698 0.0 -0.1 0.1 0.004
C 1.845952 -2.844485 -1.552108 0.0 0.0 0.0 0.000
C 2.506848 -3.946370 -1.025942 0.0 0.0 0.0 0.000
C 2.479237 -4.206537 0.337271 0.0 0.0 0.0 0.000
C 1.785519 -3.368425 1.194642 0.0 0.1 0.0 -0.002
C -1.401326 -1.677094 2.117986 0.0 -0.1 -0.1 -0.009
C -1.729156 -3.016459 1.917302 0.0 0.0 0.0 -0.005
C -2.983557 -3.475402 2.283311 -0.1 0.0 0.0 0.000
C -3.907952 -2.601575 2.838807 0.0 0.0 0.0 -0.004
C -3.581168 -1.266005 3.035057 0.0 0.0 0.0 0.001
C -2.328605 -0.800091 2.675452 0.0 0.0 0.0 -0.004
H 4.038484 0.722653 4.126357 0.0 0.0 0.0 0.000
H 3.280649 -0.159588 6.314476 0.0 0.0 0.0 0.000
H 1.161561 -1.417316 6.482607 0.0 0.0 0.0 0.000
H -0.212174 -1.801165 4.470173 0.0 0.0 0.0 0.000
H -0.497025 -1.228507 -1.416677 0.0 0.1 0.0 0.001
H 1.864707 -2.625820 -2.611419 0.0 0.0 0.0 0.000
H 3.054067 -4.605055 -1.686050 0.0 0.0 0.0 0.000
H 3.005727 -5.064333 0.730666 0.0 0.0 0.0 0.000
H 1.776015 -3.562235 2.260163 0.0 0.0 0.0 0.000
H -1.014828 -3.698598 1.475014 0.0 0.0 0.0 0.000
H -3.239811 -4.514737 2.132226 0.0 0.0 0.0 0.000
H -4.889093 -2.960297 3.117699 0.0 0.0 0.0 0.000
H -4.304581 -0.583607 3.459267 0.0 0.0 0.0 0.000
H -2.081660 0.245960 2.819146 0.0 0.0 0.0 0.000
S -3.841588 2.083508 0.651388 0.0 0.0 -0.1 0.028
C -2.518625 1.326468 0.184084 -0.1 0.1 0.2 0.020
N -1.525763 0.780565 -0.152282 0.4 -0.3 0.0 -0.020
O 0.464487 -0.903491 -1.185727 -0.1 -0.1 0.0 0.005
S -2.326138 -1.889635 -1.591766 0.0 -0.1 0.0 0.001
C -2.869745 -0.799568 -2.952071 0.0 0.0 0.0 0.000
C -2.447395 -1.510158 -4.230252 0.0 0.0 0.0 0.000
C -2.789587 -2.980111 -4.017495 0.0 0.0 0.0 0.000
C -2.229338 -3.381006 -2.653414 0.0 -0.1 0.0 0.000
H -2.416231 0.179222 -2.811033 0.0 0.0 0.0 0.000
H -3.952165 -0.691798 -2.892798 0.0 0.0 0.0 0.000
H -1.369947 -1.394410 -4.383218 0.0 0.0 0.0 0.000
H -2.956736 -1.093038 -5.099034 0.0 0.0 0.0 0.000
H -2.386460 -3.618882 -4.802443 0.0 0.0 0.0 0.000
H -3.873873 -3.104281 -4.016833 0.0 0.0 0.0 0.000
H -1.188896 -3.697267 -2.717810 0.0 0.0 0.0 0.000
H -2.805499 -4.177475 -2.188412 0.0 0.0 0.0 0.000
```
Positions in Å, forces in eV/Å.


C31H38ClN13O2SiV | ωB97M-V with the def2-TZVPD basis set

Results
multiplicity = 4
E_tot = -3760.11176 a.u.
Kohn-Sham gap (spin up / spin down) = 4.50 / 4.50 eV
max |F| = 4.077 eV/Å
HOMO level (spin up / spin down) = -0.034 / -0.047 eV
relative energy (zero: lowest compared OMol25 entry of this formula, charge and spin) = 64.1 kcal per mole
total charge = -2

XYZ file:
```
87
Properties=species:S:1:pos:R:3:forces:R:3:lowdin_spin:R:1
V 0.141511 -2.491429 -0.308035 0.1 -1.5 0.8 1.864
C 0.684898 5.087376 2.537961 0.0 0.0 0.0 0.000
C 0.748001 3.800196 1.747933 0.0 0.0 -0.1 0.000
C 0.707595 3.838115 0.361385 -0.1 -0.1 0.0 0.000
C 0.778204 2.647265 -0.450428 0.1 0.1 0.2 0.000
C 0.746265 2.637901 -1.820761 0.0 0.1 -0.1 0.002
N 0.381784 3.819142 -2.583670 -0.1 -0.2 0.3 0.003
C -0.996568 4.283432 -2.372492 0.0 -0.1 0.0 0.001
C -2.080098 3.201689 -2.375541 0.1 0.0 0.1 0.009
C -2.224218 2.446899 -3.701992 0.1 -0.1 0.0 0.016
N -1.555045 1.141272 -3.776109 0.0 0.3 0.0 0.152
C -1.649032 0.178789 -2.799819 -0.1 -0.1 0.2 0.318
C -2.698691 -0.071898 -1.908480 0.0 0.1 -0.3 0.039
C -3.988711 0.526206 -1.905287 0.1 0.0 -0.1 0.138
C -4.943515 0.233649 -0.942518 0.0 0.0 0.0 0.009
C -6.312868 0.866717 -1.002844 0.0 0.0 0.0 -0.006
C -4.616452 -0.644662 0.079535 -0.1 0.0 0.1 0.165
C -3.348595 -1.256191 0.127989 -0.3 -0.3 0.7 0.025
C -2.995164 -2.056680 1.313255 -0.4 0.2 -0.3 0.001
N -1.869211 -2.565262 1.572760 0.4 0.0 0.1 -0.005
C -1.712398 -3.199273 2.866832 0.2 0.0 -0.2 0.000
C -0.881929 -2.321837 3.801015 0.0 0.0 -0.1 0.000
C 0.527573 -2.000345 3.294012 -0.1 -0.1 -0.2 0.001
N 0.502518 -1.004603 2.235783 -0.2 -0.2 0.1 0.016
C 0.895874 0.160692 2.527214 0.0 0.3 -0.1 0.000
C 0.890600 1.368480 1.671161 0.0 -0.2 0.5 0.000
C 0.847561 2.587349 2.414483 0.0 0.0 0.0 0.001
C 0.891026 1.408735 0.304333 0.0 -0.1 -0.5 -0.001
O 0.936305 0.302722 -0.529971 0.0 0.0 0.0 -0.004
C -2.435704 -1.029047 -0.875272 1.1 -0.5 0.1 0.075
O -1.282633 -1.681259 -0.860262 -3.1 2.0 -1.7 0.041
H 0.542030 5.944901 1.875529 0.0 0.0 0.0 0.000
H 1.604820 5.250128 3.108668 0.0 0.0 0.0 0.000
H -0.144163 5.069146 3.251989 0.0 0.0 0.0 0.000
H 0.686828 4.797119 -0.147987 0.0 -0.1 0.0 0.000
H 0.852859 1.707389 -2.359002 -0.1 0.0 0.0 0.000
H 0.524165 3.638342 -3.566254 0.1 0.0 0.0 0.000
H -1.209946 5.040441 -3.137400 0.0 0.0 0.0 0.000
H -1.043229 4.781678 -1.400283 0.0 0.0 0.0 0.000
H -3.041217 3.655049 -2.105571 0.0 0.0 0.0 0.001
H -1.834019 2.486948 -1.586998 -0.1 0.0 0.0 0.002
H -1.800291 3.042487 -4.515647 0.0 0.0 0.0 0.000
H -3.277361 2.316671 -3.947807 0.0 0.0 0.0 0.002
H -0.591569 1.235681 -4.055508 0.0 0.0 -0.1 0.004
H -0.783508 -0.467835 -2.737829 0.0 0.0 0.1 0.014
H -4.251784 1.219056 -2.692394 0.0 0.0 0.0 0.010
H -6.343294 1.661685 -1.750309 0.0 0.0 0.0 0.000
H -6.590706 1.300970 -0.039275 0.0 0.0 0.0 -0.002
H -7.080700 0.133285 -1.264290 0.0 0.0 0.0 -0.002
H -5.336298 -0.862720 0.865081 0.0 0.0 0.0 0.012
H -3.808652 -2.165113 2.046312 -0.1 0.0 0.0 0.000
H -1.200732 -4.155344 2.720583 0.0 0.0 0.0 0.000
H -2.681115 -3.410326 3.336386 -0.1 0.0 0.0 0.000
H -0.798839 -2.833207 4.764795 0.0 0.0 0.0 0.000
H -1.413168 -1.378802 3.963275 0.0 0.0 0.1 0.000
H 0.970702 -2.920831 2.893520 0.0 0.1 0.1 0.000
H 1.154705 -1.669773 4.132276 0.0 0.1 0.1 0.000
H 1.248158 0.362765 3.550616 0.0 0.1 0.0 0.001
H 0.848124 2.543342 3.499879 0.0 0.0 -0.1 0.000
N 1.555615 -5.494789 1.101860 0.0 0.0 -0.1 0.008
C 0.259872 -5.555554 0.580210 0.4 0.2 0.0 0.006
N -0.466304 -6.648013 0.617672 -0.3 -0.2 0.0 0.002
N -1.639643 -6.268209 0.052370 0.1 0.1 -0.1 0.006
N -1.596873 -5.027570 -0.295981 0.3 -0.1 0.2 0.003
N -0.373637 -4.527270 0.032067 -0.3 -0.4 0.1 -0.003
C 2.349513 -4.398811 0.899998 -0.1 -0.3 0.1 0.013
N 3.653763 -4.326331 1.163207 0.1 0.1 0.0 0.000
N 3.997614 -3.066418 0.875178 0.1 -0.1 0.1 0.029
N 2.939119 -2.458176 0.470262 -0.2 0.4 -0.1 0.002
N 1.862388 -3.252397 0.467817 1.1 0.0 0.4 0.001
H 2.028301 -6.374842 1.211128 0.0 0.0 0.0 0.000
Cl 1.055404 -2.919020 -2.449497 0.0 -0.1 -0.3 0.032
C 4.196985 1.662083 0.526447 0.0 0.3 0.2 0.000
Si 4.144198 0.054355 -0.396382 -0.1 -0.2 0.1 0.003
C 5.790465 -0.785954 -0.114252 0.2 -0.3 0.1 0.000
C 3.975276 0.379976 -2.222022 -0.1 0.1 -0.3 0.002
C 2.737285 -1.073047 0.109008 -0.1 -0.3 -0.1 0.018
C 1.411931 -0.924071 -0.167203 1.1 0.9 0.1 -0.025
H 5.114392 2.202574 0.260040 -0.1 0.0 0.0 0.000
H 4.190646 1.498472 1.609951 0.0 0.1 -0.1 0.000
H 3.341602 2.294417 0.280543 0.0 0.0 0.0 0.000
H 6.586231 -0.130072 -0.484624 0.0 0.0 0.0 0.000
H 5.847543 -1.744531 -0.640068 0.0 0.1 0.1 0.000
H 5.961839 -0.989343 0.947534 0.0 0.0 -0.1 0.000
H 4.941101 0.625068 -2.679425 -0.1 0.0 0.0 0.000
H 3.286120 1.215682 -2.384867 0.0 -0.1 0.0 0.000
H 3.558570 -0.505482 -2.715499 0.1 0.1 0.0 0.000
```
Positions in Å, forces in eV/Å.


C31H38I2InN5OSSe2Si2 | ωB97M-V with the def2-TZVPD basis set

Results
E_tot = -8118.78209 a.u.
Kohn-Sham gap = 7.86 eV
max |F| = 0.634 eV/Å
HOMO level = -7.896 eV
relative energy (zero: lowest compared OMol25 entry of this formula, charge and spin) = 1.9 kcal per mole

XYZ file:
```
83
Properties=species:S:1:pos:R:3:forces:R:3:mulliken_charge:R:1
In 0.283486 -0.246860 0.195417 0.1 -0.6 0.2 1.161
I -2.195091 -1.310786 7.456993 0.0 0.0 0.0 0.054
C -1.991837 -1.236469 5.381044 0.0 0.0 0.0 -0.508
C -2.910639 -0.529246 4.621356 0.1 0.0 0.0 -0.451
C -2.741462 -0.447305 3.247654 -0.1 0.1 0.0 -0.115
I -4.169350 0.560493 2.113556 0.0 0.0 0.1 0.081
C -1.648417 -1.036689 2.591639 0.1 0.0 0.0 -0.491
O -1.436763 -0.895650 1.301759 -0.1 0.2 0.1 0.227
C -0.792536 -1.827976 3.384762 0.0 0.0 0.0 0.420
C 0.312717 -2.561948 2.692528 0.0 0.0 0.0 -0.900
N 1.245582 -1.594317 2.099348 0.1 0.0 0.1 0.211
C 2.546969 -2.148642 1.755175 0.0 0.0 0.0 -1.617
C 2.620780 -2.614765 0.328996 0.1 0.0 0.0 1.022
C 3.419699 -3.695336 -0.017337 0.0 0.0 0.0 -1.050
C 3.554170 -4.036280 -1.349251 0.0 0.0 0.0 -0.750
C 2.877176 -3.286053 -2.298432 0.0 0.0 0.0 -1.081
C 2.083303 -2.242945 -1.866079 0.0 0.0 -0.1 -0.171
N 1.949962 -1.906894 -0.580105 0.1 0.0 0.0 0.864
C -0.944345 -1.898654 4.760113 -0.1 -0.1 0.0 -0.735
H -3.752822 -0.039462 5.089724 0.0 0.0 0.0 0.439
H -0.083249 -3.184173 1.888933 0.0 -0.1 0.0 0.021
H 0.824203 -3.216176 3.407760 0.1 0.0 0.0 0.546
H 1.391419 -0.838534 2.760942 0.0 0.0 0.0 0.308
H 2.830579 -2.967176 2.424619 0.0 0.0 0.0 0.486
H 3.298101 -1.365874 1.867448 0.0 0.0 0.0 0.399
H 3.934374 -4.247750 0.757276 0.0 0.0 0.0 0.512
H 4.170367 -4.875413 -1.643631 0.0 0.0 0.0 0.415
H 2.950403 -3.507380 -3.353566 0.0 0.0 0.0 0.499
H 1.520671 -1.661602 -2.583510 -0.1 0.1 0.0 0.229
H -0.250099 -2.490722 5.344168 0.0 0.0 0.0 0.441
Se 0.775011 5.071814 -1.074176 -0.2 0.0 0.0 -0.032
Se 2.295158 4.971485 0.649560 0.1 0.1 0.0 -0.007
C 1.284816 4.277392 2.142557 0.0 0.0 0.0 0.233
C 1.778444 4.580541 3.409092 0.0 0.0 0.0 -0.728
C 1.140199 4.024843 4.503557 0.0 0.0 0.0 -0.446
C 0.022204 3.226500 4.302059 0.0 0.0 0.0 -0.780
C -0.406020 3.024092 3.001077 0.0 0.0 0.0 -0.140
N 0.224125 3.524688 1.938686 -0.1 0.1 -0.1 0.155
C 1.398662 3.639039 -2.221209 0.0 0.3 0.1 0.007
C 1.605022 3.958210 -3.559897 0.0 0.0 0.0 -0.667
C 2.127183 2.981040 -4.389073 0.0 0.0 0.1 -0.561
C 2.465647 1.753183 -3.837581 0.0 0.0 0.0 -0.910
C 2.206129 1.540065 -2.493314 0.0 0.0 -0.2 -0.034
N 1.644229 2.451570 -1.703983 0.1 0.0 0.1 0.504
H 2.633937 5.232636 3.526561 0.0 0.0 0.0 0.393
H 1.503035 4.223671 5.503834 0.0 0.0 0.0 0.401
H -0.511942 2.780339 5.129561 0.0 0.0 0.0 0.500
H -1.291502 2.428002 2.794780 0.0 0.0 0.0 0.403
H 1.381026 4.950704 -3.926165 0.0 0.0 0.0 0.393
H 2.308372 3.188693 -5.435724 0.0 0.0 0.0 0.408
H 2.944819 0.983139 -4.427270 0.0 0.0 0.0 0.482
H 2.487401 0.606081 -2.021069 0.0 -0.1 0.0 0.283
S 2.090000 1.239521 1.256002 -0.2 0.1 0.0 -0.069
C 3.438515 0.623657 0.464217 -0.1 0.0 -0.1 0.290
N 4.376326 0.203320 -0.068207 0.0 0.0 0.0 -0.673
C -0.954748 -3.465091 -0.778566 0.3 0.1 0.1 -0.676
Si -1.633100 -2.097026 -1.878226 -0.1 0.1 -0.1 0.810
C -3.478966 -2.289369 -1.638946 0.0 0.0 0.1 -1.335
C -1.281809 -2.519678 -3.680080 0.0 0.0 0.0 -1.188
C -0.948694 -0.355652 -1.593633 0.3 0.0 0.2 0.226
Si -2.091213 1.144891 -1.774202 0.1 0.0 -0.2 0.449
C -1.791821 2.382011 -0.419606 0.1 0.0 0.1 -0.103
C -1.682923 1.874208 -3.459626 0.0 0.0 0.0 -0.872
C -3.948611 0.884974 -1.807210 0.0 -0.1 0.0 -1.235
H -1.142203 -4.435855 -1.243944 0.0 0.0 0.0 0.596
H -1.490716 -3.432461 0.172068 0.0 0.0 0.0 0.135
H 0.114359 -3.398962 -0.567952 -0.2 -0.1 0.0 -0.011
H -3.717053 -3.353536 -1.722456 0.0 0.0 0.0 0.399
H -4.076727 -1.755346 -2.374644 0.0 0.0 0.0 0.350
H -3.780550 -1.961568 -0.641901 0.0 0.0 0.0 0.251
H -1.608598 -3.535839 -3.914680 0.0 0.0 0.0 0.374
H -0.225880 -2.443102 -3.944444 0.1 0.0 0.0 0.239
H -1.832120 -1.836470 -4.332724 0.0 0.0 0.0 0.318
H -0.199592 -0.160679 -2.370675 -0.1 -0.1 -0.2 -0.189
H -0.734632 2.498949 -0.175728 0.1 0.1 0.0 -0.312
H -2.317215 2.065560 0.486004 0.1 0.0 -0.1 -0.365
H -2.160830 3.375213 -0.684650 0.0 0.0 0.0 0.643
H -0.648830 2.216983 -3.524556 0.0 0.0 0.0 -0.005
H -2.335308 2.722141 -3.685377 0.0 0.0 0.0 0.383
H -1.832709 1.123091 -4.240623 0.0 0.0 0.0 0.322
H -4.329369 0.320451 -0.957581 0.0 0.0 0.0 0.222
H -4.297834 0.413115 -2.725826 0.0 0.0 0.0 0.329
H -4.390456 1.885403 -1.763387 0.0 0.0 0.0 0.376
```
Positions in Å, forces in eV/Å.


- Which value of max |F| does entry 1 give?
  1.058 eV/Å